(1)
This record from the OMol25 dataset describes an isolated molecule of C3H6N2O at a distorted geometry. The level of theory is the ωB97M-V functional and the def2-TZVPD basis.

```
12
Properties=species:S:1:pos:R:3:forces:R:3
H 0.37958 1.59474 -0.11296 0.094 0.055 0.162
C 0.31519 0.08461 1.00839 0.011 -0.301 0.093
N -0.08577 0.23100 -1.40756 -0.134 -0.131 -0.197
H -1.06693 0.15033 -1.64744 0.090 0.008 0.054
H 1.05205 -0.37166 1.67944 -0.120 0.020 -0.076
C -1.00377 -0.05399 1.68851 -0.872 -0.087 0.464
C 0.30954 -0.68574 -0.34319 0.096 -0.101 0.061
H 1.33036 -1.02576 -0.53627 -0.121 0.084 0.038
O 0.66416 1.41690 0.80929 -0.028 0.100 -0.152
H 0.45832 0.08543 -2.24892 -0.104 0.044 0.122
H -0.33293 -1.57145 -0.26778 0.136 0.142 0.011
N -2.01490 -0.20923 2.22910 0.952 0.166 -0.581
```
Positions in Å, forces in eV/Å.

Values from the calculation:
LUMO level in eV: 0.63
HOMO level in eV: -10.7
Total energy in eV: -8235.34012
Energy relative to the best compared isomer or geometry (same formula, charge and spin) in kcal/mol: 31.3
Structure (SMILES): N#C[C@H](O)CN


(2)
This record from the OMol25 dataset describes an isolated molecule of C3H6N2O at a distorted geometry. The level of theory is the ωB97M-V functional and the def2-TZVPD basis.

```
12
Properties=species:S:1:pos:R:3:forces:R:3
H 0.79815 -0.14107 -1.09815 2.063 -1.293 0.448
N -0.71547 -0.29071 0.68172 -1.557 1.575 -2.014
H -1.17047 2.22158 0.15232 -0.123 -0.383 -0.078
H 1.13575 -0.07190 1.62578 -0.187 -0.078 0.287
O 2.44166 -1.44579 -0.55935 -0.145 0.253 -0.127
N -0.82042 0.44001 -0.90201 -1.499 -0.297 2.217
H 0.60780 -1.78756 1.40835 -0.267 0.279 0.124
C 0.56706 -0.76982 1.00554 2.844 -0.394 -2.107
C 1.44386 -0.82173 -0.37852 -1.826 0.700 0.869
H -1.76167 2.11548 -1.60801 0.810 -0.143 -0.161
C -1.21624 1.64161 -0.77986 -0.208 -0.575 0.644
H -1.31001 -1.09009 0.45220 0.094 0.352 -0.104
```
Positions in Å, forces in eV/Å.

Values from the calculation:
LUMO level in eV: 0.59
HOMO level in eV: -8.5
Total energy in eV: -8231.98076
Energy relative to the best compared isomer or geometry (same formula, charge and spin) in kcal/mol: 108.8
Structure (SMILES): C=NNCC=O


(3)
This record from the OMol25 dataset describes C3H6N2O as an isolated structure at a distorted geometry. The level of theory is the ωB97M-V functional and the def2-TZVPD basis.

```
12
Properties=species:S:1:pos:R:3:forces:R:3
H -1.61193 0.90041 -1.09933 0.047 -0.107 0.214
H 0.84616 -1.71591 -0.65768 -0.141 0.664 0.045
C 0.37397 0.47945 -0.70641 0.783 1.811 0.486
H -0.45289 -1.54462 1.29928 0.208 -0.056 0.062
H 2.02661 -0.66996 0.18810 -0.241 0.010 0.117
O -1.30049 1.24201 1.29896 -0.806 -1.398 0.273
C 0.97019 -0.78266 -0.07569 0.022 0.547 0.091
N -1.07528 0.10695 -0.74688 0.488 0.586 0.388
H 0.75262 0.99527 -1.57549 0.175 -0.265 -0.307
C -0.85469 0.31167 0.64740 -2.764 -0.148 1.969
N 0.08116 -0.70152 1.11164 -0.375 -0.015 0.176
H 0.24458 1.37891 0.31608 2.605 -1.630 -3.512
```
Positions in Å, forces in eV/Å.

Values from the calculation:
LUMO level in eV: 1.00
HOMO level in eV: -9.8
Total energy in eV: -8232.88843
Energy relative to the best compared isomer or geometry (same formula, charge and spin) in kcal/mol: 87.9


(4)
This record from the OMol25 dataset describes a 2-piece molecular cluster, C3H6N2O overall at a distorted geometry. The level of theory is the ωB97M-V functional and the def2-TZVPD basis.

```
12
Properties=species:S:1:pos:R:3:forces:R:3
H 2.84237 1.37319 0.09271 0.146 -0.517 0.544
H -2.62692 -0.87117 -1.46621 0.732 -0.335 -0.125
N -1.15417 -0.00261 0.90993 1.066 0.542 0.006
N -1.91392 0.28553 -0.00149 3.515 1.638 0.961
H 1.50709 -1.36120 0.14820 -2.302 -1.801 -0.713
C 2.18327 -0.67546 0.47069 1.545 1.176 0.723
C -2.90780 -0.08441 -0.76502 -2.319 -1.366 -1.038
O -4.01559 0.38449 -0.87102 -0.286 0.634 0.511
H -0.19263 0.61236 0.89805 -2.744 -1.140 -0.235
H 2.85686 -1.08962 1.19913 0.724 0.331 -0.055
H 1.27420 0.88693 -0.58439 0.211 -0.465 -0.529
C 2.14724 0.54198 -0.03058 -0.288 1.305 -0.051
```
Positions in Å, forces in eV/Å.

Values from the calculation:
LUMO level in eV: -0.43
HOMO level in eV: -9.4
Total energy in eV: -8231.80171
Energy relative to the best compared isomer or geometry (same formula, charge and spin) in kcal/mol: 112.9
Structure (SMILES): [H]/N=N/C=O.C=C


(5)
This record from the OMol25 dataset describes C3H6N2O as an isolated structure at a distorted geometry. The level of theory is the ωB97M-V functional and the def2-TZVPD basis.

```
12
Properties=species:S:1:pos:R:3:forces:R:3
C 0.84647 -0.19766 0.16681 -1.674 -0.135 -1.210
H 0.56810 -2.00125 -0.60486 -0.028 0.251 -0.082
N 0.52317 1.19739 -0.06150 0.170 -0.110 -0.493
H -1.54626 1.43838 0.48694 0.169 -0.127 -0.139
H -1.39360 -1.28522 0.57333 0.478 0.292 0.004
C -0.70266 -0.56665 0.12504 0.810 0.225 0.067
C -0.92976 0.88623 -0.23159 -0.207 0.084 -0.156
H -1.30346 1.04150 -1.25079 0.062 0.010 0.138
N 0.32727 -1.03956 -0.85973 0.087 -0.265 -0.634
H 0.80921 -0.41108 1.54137 3.724 -1.043 0.788
H 0.96945 1.52705 -0.91762 -0.072 0.105 0.139
O 1.83207 -0.58914 1.03260 -3.521 0.712 1.577
```
Positions in Å, forces in eV/Å.

Values from the calculation:
LUMO level in eV: 0.90
HOMO level in eV: -8.8
Total energy in eV: -8231.66514
Energy relative to the best compared isomer or geometry (same formula, charge and spin) in kcal/mol: 116.1


(6)
This record from the OMol25 dataset describes a 2-piece molecular cluster, C3H6N2O overall at a distorted geometry. The level of theory is the ωB97M-V functional and the def2-TZVPD basis.

```
12
Properties=species:S:1:pos:R:3:forces:R:3
C 1.56660 0.66508 0.50300 -0.752 0.056 1.888
O -2.57244 0.19863 -0.83044 -2.560 -0.497 3.045
C 0.18213 0.29716 0.07474 -0.171 0.836 0.734
C -0.11303 -0.96852 -0.57766 -2.855 0.026 -0.867
H 0.38650 -1.85541 -0.88808 0.988 -0.142 -0.456
H 2.12276 -0.26565 0.42124 0.891 0.599 -0.612
N -3.03937 -0.12162 0.20226 1.611 0.929 -3.039
H -0.54239 1.12560 -0.20758 1.056 -0.986 0.525
H -1.07722 -0.72469 -1.12766 1.501 -1.255 0.053
H 1.63559 0.90473 1.59494 -0.452 -0.144 -0.654
H 1.81754 1.59428 0.02508 1.063 -0.113 -0.729
N -0.36667 -0.84959 0.81018 -0.321 0.690 0.110
```
Positions in Å, forces in eV/Å.

Values from the calculation:
LUMO level (spin up / spin down) in eV: -0.30 / -0.78
HOMO level (spin up / spin down) in eV: -9.2 / -9.2
Total energy in eV: -8229.95880
Energy relative to the best compared isomer or geometry (same formula, charge and spin) in kcal/mol: 155.4


(7)
This record from the OMol25 dataset describes an isolated molecule of C3H6N2O at a distorted geometry. The level of theory is the ωB97M-V functional and the def2-TZVPD basis.

```
12
Properties=species:S:1:pos:R:3:forces:R:3
C -1.15946 1.38044 -1.44153 -1.055 -0.571 0.151
H -1.37230 -0.51342 1.63084 -1.044 0.421 0.411
H -0.55456 2.19891 -1.03659 -0.324 -0.311 -0.224
C -1.08826 0.13375 -0.93740 0.531 0.535 0.359
H -0.59028 -1.95498 1.19997 0.013 2.187 0.068
H -1.66347 -0.68149 -1.36443 -0.230 0.067 0.231
N -0.53615 -0.88297 1.26215 -0.446 -3.987 0.932
N -0.17808 -0.29426 0.11119 1.754 2.409 -2.112
C 1.15697 0.12418 0.11073 1.901 -0.865 -0.747
H 1.42460 0.86481 -0.74358 -0.557 -1.038 1.259
O 2.03416 -0.38987 0.81289 -1.971 1.510 -1.127
H -1.97313 1.61555 -2.19354 1.428 -0.356 0.799
```
Positions in Å, forces in eV/Å.

Values from the calculation:
LUMO level in eV: 0.89
HOMO level in eV: -9.1
Total energy in eV: -8233.76163
Energy relative to the best compared isomer or geometry (same formula, charge and spin) in kcal/mol: 67.7
Structure (SMILES): C=CN(N)C=O


(8)
This record from the OMol25 dataset describes a 2-piece molecular cluster, C3H6N2O overall. The level of theory is the ωB97M-V functional and the def2-TZVPD basis.

```
12
Properties=species:S:1:pos:R:3:forces:R:3
C -0.15546 1.41537 -1.88520 -0.012 -0.028 -0.023
H -0.41281 0.38962 -1.61314 0.047 0.209 -0.100
O 0.01130 -2.58138 -0.62892 -0.086 0.343 0.679
C 0.00930 -0.14868 1.71305 0.090 -0.063 0.414
H -0.77164 2.10803 -1.30503 0.089 -0.100 -0.098
H -0.33110 1.57416 -2.95198 0.027 0.001 0.157
C -0.02788 -2.08561 0.46196 0.028 -0.271 -0.372
H 0.89991 1.59382 -1.66166 -0.144 -0.020 -0.039
N 0.22257 0.41510 2.77019 -0.025 -0.308 -0.629
N -0.32718 -0.71939 0.67711 0.168 0.236 0.251
H 1.11729 0.85012 2.96402 -0.175 0.048 -0.072
H 0.15581 -2.64888 1.39630 -0.006 -0.046 -0.168
```
Positions in Å, forces in eV/Å.

Values from the calculation:
LUMO level in eV: 0.52
HOMO level in eV: -10.6
Total energy in eV: -8234.91134
Energy relative to the best compared isomer or geometry (same formula, charge and spin) in kcal/mol: 41.2
Structure (SMILES): N=C=NC=O.C


(9)
This record from the OMol25 dataset describes an isolated molecule of C3H6N2O at a distorted geometry. The level of theory is the ωB97M-V functional and the def2-TZVPD basis.

```
12
Properties=species:S:1:pos:R:3:forces:R:3
N 0.42752 -0.63349 0.11528 0.247 1.511 0.319
H 0.41543 2.20350 1.20327 -1.052 -0.939 -1.024
H -0.98466 2.48346 0.06993 -0.113 -0.043 0.161
C -0.40880 -1.73634 -0.28662 1.345 -2.049 0.088
H -1.33138 -1.28029 -0.62198 -0.190 -0.517 -0.614
O 2.43381 0.13439 -0.93204 0.906 0.982 -0.390
N 0.07606 0.74789 -0.52232 -0.669 0.951 1.660
C 1.32590 0.19056 -0.54325 -0.907 -2.328 0.281
C -0.41406 1.71090 0.57853 0.715 -1.221 0.630
H -1.07109 1.04771 1.26406 1.028 1.368 -1.170
H -0.60213 -2.34006 0.62310 -0.196 0.506 -0.336
H 0.13340 -2.52825 -0.94797 -1.113 1.779 0.396
```
Positions in Å, forces in eV/Å.

Values from the calculation:
LUMO level in eV: 0.95
HOMO level in eV: -9.7
Total energy in eV: -8232.84426
Energy relative to the best compared isomer or geometry (same formula, charge and spin) in kcal/mol: 88.9
Structure (SMILES): CN1C(=O)N1C


> The highest total energy belongs to which entry?

number 6


Please write out number 6 again, unchanged.
This record from the OMol25 dataset describes a 2-piece molecular cluster, C3H6N2O overall at a distorted geometry. The level of theory is the ωB97M-V functional and the def2-TZVPD basis.

```
12
Properties=species:S:1:pos:R:3:forces:R:3
C 1.56660 0.66508 0.50300 -0.752 0.056 1.888
O -2.57244 0.19863 -0.83044 -2.560 -0.497 3.045
C 0.18213 0.29716 0.07474 -0.171 0.836 0.734
C -0.11303 -0.96852 -0.57766 -2.855 0.026 -0.867
H 0.38650 -1.85541 -0.88808 0.988 -0.142 -0.456
H 2.12276 -0.26565 0.42124 0.891 0.599 -0.612
N -3.03937 -0.12162 0.20226 1.611 0.929 -3.039
H -0.54239 1.12560 -0.20758 1.056 -0.986 0.525
H -1.07722 -0.72469 -1.12766 1.501 -1.255 0.053
H 1.63559 0.90473 1.59494 -0.452 -0.144 -0.654
H 1.81754 1.59428 0.02508 1.063 -0.113 -0.729
N -0.36667 -0.84959 0.81018 -0.321 0.690 0.110
```
Positions in Å, forces in eV/Å.

Values from the calculation:
LUMO level (spin up / spin down) in eV: -0.30 / -0.78
HOMO level (spin up / spin down) in eV: -9.2 / -9.2
Total energy in eV: -8229.95880
Energy relative to the best compared isomer or geometry (same formula, charge and spin) in kcal/mol: 155.4


> Which formula does entry 8 have?

C3H6N2O


> Among the records above, which one has the highest total energy?

number 6